(1)
109
Properties=species:S:1:pos:R:3 method="wB97M-V/def2-TZVPD" s_squared=0.78 multiplicity=2 e_homo_ev="-0.66 / -1.77" charge=-2
Lu -0.280 -0.082 -0.047
C 4.585 3.165 3.932
C 3.494 3.401 4.771
C 2.235 2.920 4.437
C 2.103 2.222 3.251
C 0.926 1.549 2.656
N -0.264 1.741 3.199
C -1.359 1.185 2.669
C -2.658 1.857 2.836
C -2.940 3.039 3.495
C -4.240 3.515 3.443
C -5.205 2.811 2.725
C -4.901 1.631 2.054
C -3.599 1.140 2.111
C -2.891 -0.050 1.520
N -3.042 -1.824 0.313
C -2.058 -2.753 0.085
N -0.777 -2.472 0.018
C -0.102 -3.690 -0.184
N 1.157 -3.934 0.017
C 2.074 -3.041 0.344
N 1.984 -1.641 0.325
C 3.145 -1.199 0.762
N 3.572 0.136 0.814
C 2.659 1.193 1.271
N 1.268 0.920 1.542
C 3.169 2.024 2.397
C 4.435 2.466 2.740
C 4.048 -2.253 1.107
C 5.350 -2.270 1.621
C 5.943 -3.494 1.839
C 5.252 -4.694 1.548
C 3.971 -4.681 1.042
C 3.365 -3.439 0.812
C -1.073 -4.747 -0.335
C -0.968 -6.114 -0.603
C -2.137 -6.845 -0.696
C -3.399 -6.240 -0.523
C -3.503 -4.890 -0.248
C -2.323 -4.152 -0.156
N -1.486 0.085 1.962
H 5.565 3.529 4.217
H 3.636 3.956 5.690
H 1.375 3.070 5.078
H -2.145 3.566 4.009
H -4.506 4.442 3.939
H -6.217 3.196 2.673
H -5.675 1.139 1.486
H 5.288 2.268 2.104
H 5.863 -1.340 1.840
H 6.949 -3.546 2.239
H 5.746 -5.641 1.731
H 3.438 -5.598 0.821
H 0.005 -6.568 -0.743
H -2.089 -7.905 -0.920
H -4.294 -6.844 -0.613
H -4.465 -4.408 -0.116
F -1.430 2.264 -0.057
As -0.338 3.414 -0.839
F 0.456 1.931 -1.413
F -1.383 3.415 -2.201
F 0.791 4.374 -1.699
F -1.178 4.752 -0.180
F 0.704 3.415 0.526
Se 1.453 -1.878 -2.630
N 0.156 -0.591 -2.419
C 0.001 -0.045 -3.664
C -0.879 0.998 -3.983
C -0.968 1.478 -5.279
C -0.187 0.926 -6.301
C 0.694 -0.103 -6.029
C 0.819 -0.607 -4.716
N 1.671 -1.597 -4.384
H -1.470 1.446 -3.204
H -1.642 2.299 -5.497
H -0.273 1.310 -7.312
H 1.305 -0.541 -6.810
C -6.291 0.818 -2.315
C -5.030 1.302 -2.618
C -3.944 0.911 -1.843
C -4.063 0.047 -0.762
C -2.804 -0.379 -0.033
C -3.445 -1.496 1.698
C -4.941 -1.605 1.781
C -5.728 -1.188 0.792
C -5.364 -0.413 -0.424
C -6.442 -0.022 -1.220
H -7.153 1.097 -2.910
H -4.880 1.970 -3.457
H -2.960 1.280 -2.077
H -2.930 -2.070 2.471
H -5.383 -2.075 2.653
H -6.799 -1.341 0.907
H -7.434 -0.378 -0.957
C 3.717 1.792 -2.445
C 4.102 1.955 -0.966
C 4.016 3.436 -0.592
C 5.525 1.436 -0.774
C 3.105 1.110 -0.157
H 4.421 2.337 -3.082
H 2.716 2.184 -2.634
H 3.725 0.739 -2.742
H 4.732 4.007 -1.192
H 4.240 3.605 0.463
H 3.019 3.828 -0.790
H 6.213 2.027 -1.385
H 5.598 0.389 -1.079
H 5.847 1.493 0.268
H 2.305 0.735 -0.788

(2)
101
Properties=species:S:1:pos:R:3 method="wB97M-V/def2-TZVPD" s_squared=6.05 multiplicity=5 e_homo_ev="-5.30 / -7.85" charge=0
Pd -0.329 0.470 0.583
C 1.074 4.868 0.512
C 0.488 5.361 1.670
C -0.383 4.556 2.378
C -0.647 3.269 1.921
N -0.057 2.794 0.816
C 0.772 3.574 0.130
C -1.588 2.359 2.615
C -2.617 2.824 3.418
C -3.494 1.905 3.968
C -3.331 0.560 3.691
C -2.286 0.161 2.865
N -1.428 1.058 2.368
C -2.093 -1.237 2.427
C -2.733 -2.318 3.030
C -2.567 -3.587 2.514
C -1.746 -3.764 1.409
C -1.121 -2.650 0.884
N -1.289 -1.427 1.368
H 1.753 5.470 -0.074
H 0.711 6.361 2.017
H -0.845 4.913 3.288
H 1.204 3.132 -0.762
H -2.773 3.883 3.556
H -4.322 2.238 4.578
H -4.037 -0.163 4.073
H -3.348 -2.162 3.905
H -3.069 -4.431 2.969
H -1.594 -4.739 0.967
H -0.449 -2.731 0.038
O -3.830 3.722 0.429
C -3.374 2.916 -0.364
O -2.852 1.763 -0.044
C -3.323 3.109 -1.841
C -4.064 4.062 -2.522
C -4.052 4.059 -3.907
C -3.304 3.106 -4.591
C -2.542 2.174 -3.905
C -2.534 2.178 -2.511
P -1.697 0.948 -1.420
C -0.297 0.449 -2.578
C 0.366 1.322 -3.392
C 1.596 0.996 -4.006
C 2.148 -0.293 -3.854
C 1.558 -1.196 -3.032
C 0.420 -0.808 -2.136
C -2.803 -0.504 -1.597
C -2.744 -1.276 -2.758
C -3.552 -2.394 -2.909
C -4.434 -2.753 -1.900
C -4.513 -1.981 -0.750
C -3.708 -0.861 -0.600
H -4.660 4.773 -1.965
H -4.640 4.779 -4.461
H -3.319 3.090 -5.674
H -1.961 1.445 -4.453
H -0.059 2.302 -3.582
H 2.083 1.724 -4.642
H 3.047 -0.558 -4.397
H 1.959 -2.200 -2.933
H -0.297 -1.642 -2.062
H -2.054 -1.003 -3.548
H -3.491 -2.982 -3.816
H -5.063 -3.627 -2.016
H -5.211 -2.251 0.033
H -3.783 -0.250 0.288
C 0.908 -0.481 -0.732
Ge 2.425 -1.265 0.172
C 2.760 -3.210 0.342
C 3.685 -3.632 1.297
C 4.016 -4.973 1.426
C 3.421 -5.918 0.599
C 2.496 -5.514 -0.351
C 2.171 -4.169 -0.477
C 2.129 -0.626 2.025
C 2.291 0.728 2.328
C 1.979 1.223 3.587
C 1.482 0.368 4.562
C 1.328 -0.982 4.282
C 1.661 -1.476 3.027
C 4.102 -0.494 -0.544
C 5.275 -1.229 -0.701
C 6.414 -0.647 -1.244
C 6.395 0.682 -1.642
C 5.230 1.424 -1.504
C 4.095 0.836 -0.965
H 4.145 -2.903 1.957
H 4.739 -5.283 2.169
H 3.681 -6.965 0.693
H 2.032 -6.245 -1.003
H 1.453 -3.873 -1.236
H 2.686 1.399 1.571
H 2.122 2.274 3.811
H 1.224 0.756 5.540
H 0.950 -1.651 5.046
H 1.547 -2.535 2.820
H 5.305 -2.271 -0.408
H 7.316 -1.235 -1.365
H 7.284 1.135 -2.063
H 5.205 2.457 -1.830
H 3.177 1.412 -0.893

Short version: total energy = -246582.2615, -133457.5753 eV, in the order given.
Short version: energy above the lowest of the compared OMol25 structures with the same formula, charge and spin = 146.71, 40.86 kJ/mol, in the order given.
Short version: F_max = 0.0191, 0.0149 Eh/bohr, in the order given.